Below is C37H42Br4N4O3Si2Y as an isolated structure, with properties calculated with ωB97M-V with the def2-TZVPD basis set.

```
! RIJCOSX wB97M-V def2-TZVPD def2/J DEFGRID3
* xyz -1 1
Y 1.1259 0.5159 -0.2677
Br 1.8014 4.4379 -6.2741
Br 2.9225 5.4509 -0.7406
Br 2.9145 6.4888 -3.9223
Br 0.7324 1.3932 -5.3935
Si 1.7954 -3.2029 0.5632
Si -2.3783 -0.8511 -0.0712
O 1.9539 2.5956 -0.5546
O 1.0724 0.9649 -2.4186
O -0.8112 -0.5847 -0.1232
N 2.2457 -1.6022 0.1294
N 1.2984 0.6548 2.2476
N -0.7553 2.3427 0.0626
N 3.6495 0.1387 -0.2385
C -2.3990 -4.9819 -0.3654
C 1.8123 1.8076 3.0049
C 1.9479 3.0413 -1.7756
C -1.0334 2.8616 1.4074
C 0.2852 -3.0642 1.6816
C 0.7540 2.8666 3.2683
C 4.9478 2.1745 -0.5220
C 4.8350 0.6808 -0.5394
C -5.1151 0.0401 -3.1253
C 1.8564 3.8930 -4.4642
C -4.5588 -0.3724 -1.9245
C 2.3515 4.3184 -2.1481
C 3.1256 -4.1020 1.5839
C 2.3192 4.7466 -3.4822
C -4.2973 0.5448 -4.1287
C -4.0265 1.1747 1.2205
C 1.4685 2.1514 -2.8014
C -4.4078 1.9619 2.3017
C -2.3797 0.2058 -2.7195
C 5.7578 -1.4861 -0.9356
C 3.4758 -1.2092 -0.2396
C -2.8034 -2.6634 0.2192
C -3.0231 0.6371 3.7445
C -3.1327 0.1186 1.3724
C -3.1837 -0.2867 -1.6899
C 1.4172 -4.2694 -0.9489
C -2.6522 -0.1421 2.6604
C 4.5446 -2.0511 -0.6374
C -2.9288 0.6223 -3.9268
C -3.8998 1.7010 3.5632
C -3.3384 -5.3938 0.5711
C -3.7445 -3.0982 1.1499
C -2.1410 -3.6319 -0.5363
C 5.9289 -0.1028 -0.8718
C 0.1829 3.5587 2.0305
C 1.4234 2.6024 -4.1139
C -4.0129 -4.4493 1.3282
H 0.4356 0.2966 2.6474
H 0.5994 -2.7010 2.6667
H -0.4275 -2.3552 1.2618
H -2.2747 0.9983 -4.7047
H 6.8799 0.3603 -1.0944
H 3.6501 -3.4093 2.2458
H -1.3028 0.2605 -2.5919
H 4.5990 2.5898 -1.4707
H -1.9668 -0.9707 2.8136
H 5.9857 2.4763 -0.3828
H -4.7466 -4.7634 2.0613
H 2.6225 2.2444 2.4143
H -0.2203 -4.0223 1.8207
H -0.4727 3.1028 -0.5472
H -4.7277 0.8657 -5.0700
H 1.9648 -0.1156 2.2711
H 2.3459 -4.5350 -1.4618
H 0.9655 3.6704 1.2753
H -6.1848 -0.0354 -3.2831
H -1.4026 -3.3194 -1.2666
H -0.0622 2.4278 3.8558
H -5.0916 2.7895 2.1541
H -4.2702 -2.3703 1.7601
H 0.7990 -3.7274 -1.6640
H -4.4134 1.4081 0.2349
H -1.3471 2.0231 2.0242
H 4.3186 2.6130 0.2490
H -3.5431 -6.4489 0.7088
H -5.2100 -0.7777 -1.1549
H 3.8762 -4.6250 0.9909
H 0.9029 -5.1955 -0.6828
H -1.8651 -5.7138 -0.9595
H 1.2160 3.6165 3.9164
H 2.2386 1.4877 3.9632
H -2.6327 0.4187 4.7319
H -4.1859 2.3199 4.4051
H 6.5853 -2.1221 -1.2310
H 4.3975 -3.1200 -0.7084
H -1.5918 1.9315 -0.3333
H -0.1106 4.5703 2.3216
H 2.6279 -4.8459 2.2128
H -1.8836 3.5562 1.3907
*
```

## Properties
LUMO energy = 2.30 eV

---

Below is C37H42CaGe2N4O4S2Se as an isolated structure at a distorted geometry, with properties calculated with ωB97M-V with the def2-TZVPD basis set.

```
! RIJCOSX wB97M-V def2-TZVPD def2/J DEFGRID3
* xyz -1 2
Se 2.3997 1.9691 3.3838
Ge -1.8423 -3.8550 -0.2508
Ge -0.8363 1.4568 4.6294
Ca 1.8949 1.8364 -0.4176
S 4.1165 0.2943 1.0041
S 2.6504 4.9550 -0.8962
O 1.4056 4.1165 -0.5792
O 1.0146 0.2934 -1.6302
O 2.9706 5.8733 0.1462
O 0.1106 0.5265 0.3549
N 3.8741 4.0178 -1.2109
N 0.9931 8.3299 -5.2766
N 3.3771 1.9703 -2.2210
N 5.4259 2.9559 -2.5787
C 3.0557 5.9173 -3.5029
C 2.7996 3.9125 3.2621
C 1.1457 6.6409 -2.1162
C 0.3826 2.1496 3.1433
C -3.4785 -5.0853 -4.5052
C -2.6278 1.6452 3.7558
C 1.2205 -4.6128 2.4987
C -1.8924 -1.8621 -0.1933
C -0.1430 -4.3901 0.5017
C -5.7059 -4.1277 1.3289
C -0.8680 -1.1805 -1.2619
C 0.1512 -4.0228 1.8386
C -1.9581 -3.6432 -3.2336
C 0.7562 -5.2550 -0.1813
C -3.2359 -5.1873 2.0840
C -2.2030 -4.4623 -2.1065
C 3.1457 1.1972 1.8723
C 4.7609 0.9681 -3.8270
C 0.1230 0.0006 -0.7656
C -2.5474 -4.0253 -4.4792
C -0.8213 2.4934 6.3659
C 1.9726 -5.6094 0.3871
C -4.6000 -3.9117 0.5280
C -3.7339 -5.8584 -3.3990
C 1.4735 7.4695 -4.3737
C 2.5501 6.5902 -4.5721
C -4.3897 -5.5179 2.8310
C -3.3653 -4.4875 0.8541
C -0.5439 -0.4473 5.0833
C 2.3180 5.9144 -2.3010
C 4.2094 3.0042 -2.0381
C 5.6503 2.0033 -3.4686
C -3.0599 -5.5445 -2.1889
C 0.8374 7.4862 -3.1111
C -5.5925 -4.8779 2.5664
C 2.1893 -5.3421 1.7471
C 3.5656 1.0101 -3.1169
H 0.1506 1.4683 2.3294
H -2.9351 -1.5337 -0.3879
H -1.5007 -0.8211 -2.0918
H -4.5106 -6.5487 -3.3611
H 1.3059 8.3421 -6.2320
H 0.1913 8.9391 -5.0713
H 2.7324 4.1671 2.1734
H 2.6996 -6.1920 -0.1661
H -3.9812 -5.1434 -5.4549
H 0.5915 6.7288 -1.1396
H -1.3912 -2.7342 -3.1526
H 0.1026 -0.3559 5.9842
H -1.7158 2.5277 6.9620
H 0.1302 3.2094 3.0398
H -3.4555 1.6499 4.4821
H 0.0199 -0.8653 4.2608
H -1.5045 -0.9601 5.2152
H 2.1361 4.5605 3.8799
H -3.1923 -6.2592 -1.3207
H -2.8793 0.8429 3.0125
H 4.0100 5.4050 -3.5040
H 3.8341 4.0777 3.5281
H 2.9047 6.4353 -5.5694
H -2.2200 -5.4097 2.4238
H 1.3024 -4.4954 3.5722
H -2.6890 2.5804 3.2328
H 3.0965 -5.6809 2.2686
H -4.2589 -6.2606 3.6785
H 2.7504 0.3033 -3.1617
H -4.7282 -3.3079 -0.4298
H 0.0103 8.1742 -2.9374
H -0.2036 -1.8587 -1.7576
H -6.4575 -4.9198 3.2601
H -1.5844 -1.5010 0.8336
H -2.2652 -3.4743 -5.3794
H 0.5022 -5.5916 -1.2316
H -6.7209 -3.7984 1.0443
H 0.0127 2.0943 6.9619
H 4.9751 0.2340 -4.6837
H 6.6448 2.1295 -3.8917
H -0.5129 3.4919 6.0683
H -0.4916 -3.3413 2.3493
*
```

## Properties
LUMO energy (alpha / beta) = 2.27 / 2.27 eV

---

Below is C37H43AsKN2O2S4 as an isolated structure, with properties calculated with ωB97M-V with the def2-TZVPD basis set.

```
! RIJCOSX wB97M-V def2-TZVPD def2/J DEFGRID3
* xyz -1 1
As -2.7676 1.6304 -0.4512
K 0.0623 0.0233 0.2698
S 1.2413 3.7013 -0.2944
S 3.6901 -0.6686 -0.5088
S 2.5412 -5.5401 -0.8285
S -1.8710 -1.1504 4.9870
O 0.3411 2.5225 -0.1473
O 2.3912 0.0678 -0.3839
N 2.2827 -2.8048 -1.5091
N -0.6436 -0.1859 2.9323
C 2.1333 5.3216 -3.8899
C -3.2832 -2.1078 0.1094
C 0.0256 0.2654 4.0489
C 4.1530 -0.6025 -2.2384
C 2.0371 5.1136 -2.5232
C 5.0424 1.8790 -0.7146
C 4.1944 1.5908 5.8020
C 3.7707 2.6262 -1.1213
C 1.7774 1.4841 5.1725
C 1.1573 1.0847 4.0033
C -4.2223 -3.0033 0.6005
C 1.2422 1.0438 6.3983
C 0.1240 0.2372 6.4643
C 2.3863 -3.9323 -1.2195
C 0.8589 3.3173 -4.2863
C 5.4225 -1.0009 -2.6274
C 0.7578 3.1000 -2.9184
C -2.5684 -1.6100 2.2935
C 2.9400 3.1032 0.0575
C 4.8459 -0.5011 -4.9072
C -0.4896 -0.1521 5.2776
C -2.5980 2.5730 1.2634
C -4.3601 -3.1890 1.9746
C 3.5720 -0.1258 -4.5045
C 1.5505 4.4179 -4.7707
C 3.4334 2.7891 3.7656
C 3.2169 -0.1849 -3.1651
C 2.7638 3.6360 5.9968
C 3.0266 2.3658 5.1769
C -4.6266 1.0684 -0.1681
C 5.7683 -0.9455 -3.9691
C 4.8895 0.5777 0.0712
C -3.2064 3.2229 -1.5463
C -2.4112 -1.3509 0.9150
C 1.3662 3.9929 -2.0541
C -3.5272 -2.4898 2.8247
C -1.6570 -0.9382 3.2436
H -4.9777 0.4863 -1.0195
H 2.8438 0.1997 -5.2367
H -5.0982 -3.8761 2.3710
H 2.6424 3.3596 3.2736
H 3.6527 4.2724 6.0040
H 2.6574 6.1899 -4.2677
H 1.5244 1.3853 3.0308
H -3.6299 -2.6449 3.8952
H -3.5063 3.1435 1.4644
H 6.1349 -1.3664 -1.8968
H 3.4350 3.9013 0.6168
H 0.3905 2.6222 -4.9712
H 5.5978 1.6612 -1.6295
H -2.3083 3.8284 -1.6835
H -0.2608 -0.0848 7.4237
H 2.4863 5.8133 -1.8269
H 0.2126 2.2566 -2.5119
H -3.9838 3.8364 -1.0856
H -4.6629 0.4312 0.7140
H 2.7176 2.2802 0.7397
H -2.4455 1.8326 2.0494
H 5.1041 2.1970 5.7887
H 6.7550 -1.2614 -4.2829
H 3.1557 1.9856 -1.7496
H 4.3868 0.6693 5.2494
H 3.6718 1.9263 3.1395
H 3.9834 1.3200 6.8373
H -4.8591 -3.5596 -0.0816
H 5.1139 -0.4685 -5.9556
H 2.5101 3.4023 7.0310
H 2.2203 0.0656 -2.8257
H 4.3239 3.4202 3.8152
H -3.5493 2.8930 -2.5283
H -1.7345 3.2349 1.2278
H 1.6321 4.5775 -5.8381
H -3.2390 -1.9898 -0.9740
H 4.0689 3.4830 -1.7297
H 4.5665 0.7528 1.1013
H 1.9364 4.2065 5.5703
H 5.8550 0.0679 0.1316
H 5.6749 2.5463 -0.1169
H 1.7211 1.3389 7.3241
H -5.2620 1.9447 -0.0278
*
```

## Properties
LUMO energy = 1.75 eV

---

Below is C37H43AsN5O6ReS4 as an isolated structure, with properties calculated with ωB97M-V with the def2-TZVPD basis set.

```
! RIJCOSX wB97M-V def2-TZVPD def2/J DEFGRID3
* xyz -1 4
Re 0.6647 2.6838 -0.9601
As 3.5142 4.3577 -1.0910
S 2.9555 2.1672 -1.1736
S 1.3758 4.8860 -1.5055
S 4.0132 5.0098 0.8561
S 4.8494 4.9654 -2.5718
O 2.0454 -0.3705 0.0088
O -1.5961 -2.3129 -1.0143
O 0.0220 -3.3703 0.1576
O 0.1863 2.2761 -2.8608
O -0.1414 2.5141 -4.8791
O -0.5432 1.0882 -0.1322
N 1.1133 0.4538 3.2565
N 0.1160 3.1263 -3.9005
N -1.3050 3.8446 -0.6610
N -2.7717 5.4129 -0.3306
N 0.8593 2.7417 1.2713
C -2.1138 -4.4300 -0.0147
C -2.3529 3.6590 -1.5474
C -2.1569 0.2293 -2.7160
C 2.8740 -2.0398 -3.5939
C -2.0987 -0.2007 1.0957
C 2.3289 -2.3327 -1.2595
C 3.1881 -3.3892 -3.6995
C 4.2031 -3.2106 3.3914
C -3.0134 -1.2245 1.3655
C -3.5685 -1.3808 2.6299
C 1.6793 1.8033 3.4393
C -1.8347 0.7004 2.1256
C -4.7741 0.7825 -2.0109
C -2.4994 0.2394 -1.3652
C 3.0883 -4.2069 -2.5805
C -3.8244 0.5159 -1.0317
C -0.7781 5.5186 1.1667
C 2.6317 -2.3583 1.2358
C -2.3943 0.5538 3.3928
C 2.8594 -3.5421 3.3330
C -4.4137 0.7846 -3.3504
C 2.0744 -3.1186 2.2597
C -0.6406 -1.2944 -0.7274
C 1.8288 -1.7632 0.0615
C 0.3136 -1.9774 0.2671
C -1.0683 -3.5868 -0.7261
C -0.5924 -4.2477 -2.0073
C -1.4139 0.0053 -0.2835
C 4.7683 -2.4544 2.3668
C 2.0502 2.5012 2.1311
C -3.2709 4.6330 -1.3593
C -3.2517 -0.5033 3.6578
C 2.6616 -3.6816 -1.3688
C 3.9893 -2.0338 1.3014
C -3.0961 0.5081 -3.6983
C 2.4516 -1.5135 -2.3789
C -1.5804 4.9163 0.0619
H 0.0709 -1.6261 1.2766
H -1.2013 1.5484 1.9117
H -1.4555 -4.4844 -2.6339
H 5.8180 -2.1863 2.4040
H 1.6005 -0.2383 3.8117
H -2.1645 1.2746 4.1695
H 0.9745 2.4295 3.9970
H 2.5868 -4.3225 -0.4969
H -2.3526 -3.9872 0.9521
H -3.0197 -4.4874 -0.6238
H -1.1374 0.0468 -3.0235
H -3.6865 -0.6287 4.6430
H 2.5231 3.4541 2.3303
H 2.9648 -1.3855 -4.4534
H -2.3424 2.8687 -2.2779
H 0.1322 0.4040 3.4985
H 0.3470 3.5286 1.6483
H -5.1468 1.0050 -4.1169
H 4.4206 -1.4301 0.5102
H 2.4127 -4.1325 4.1256
H -1.0195 5.0487 2.1266
H -5.7971 0.9987 -1.7211
H 0.2866 5.4056 0.9623
H 1.0290 -3.3977 2.2173
H -4.1284 0.5435 0.0066
H -2.7839 0.5281 -4.7343
H -4.2666 -2.1918 2.8081
H -4.2121 4.8331 -1.8430
H -0.0520 -5.1671 -1.7687
H -0.1018 -1.0419 -1.6407
H -0.9963 6.5841 1.2552
H 2.7640 1.9079 1.5679
H -3.1983 6.2386 0.0461
H 3.3406 -5.2596 -2.6518
H -1.7224 -5.4370 0.1430
H 0.2491 1.9204 1.3435
H 2.2321 -0.4553 -2.2956
H 1.7474 0.0198 0.8581
H 3.5175 -3.7993 -4.6471
H -3.3121 -1.8837 0.5691
H 4.8098 -3.5383 4.2280
H 0.0740 -3.5787 -2.5554
H 2.5853 1.7367 4.0409
*
```

## Properties
LUMO energy (alpha / beta) = 1.96 / 1.95 eV

---

Let's list energy relative to the best compared isomer or geometry (same formula, charge and spin) in order: 0.0; 32.9; 17.1; 12.7 kcal/mol.